No. 1
This record from the OMol25 dataset describes a molecular structure, C19H29B2Br4CrMnN7O38S2. The level of theory is ωB97M-V/def2-TZVPD.

```
103
C19H29B2Br4CrMnN7O38S2, DFT ωB97M-V/def2-TZVPD
Br -19.374 -12.889 -4.638
Br -15.771 -12.924 -5.388
Br -15.100 -15.455 3.203
Br -12.050 -14.762 1.550
Mn -11.529 -5.442 -4.230
Cr -17.624 -7.043 0.424
S -15.686 -5.381 1.072
S -11.708 -3.897 -2.033
O -16.652 -4.366 -5.203
O -16.104 -4.035 0.736
O -14.394 -5.510 1.688
O -16.704 -8.914 -0.022
O -13.154 -8.777 -2.386
O -9.323 -8.578 -3.279
O -18.443 -8.065 2.233
O -15.228 -6.729 -9.699
O -15.209 -5.666 -7.863
O -12.711 -2.914 -1.669
O -9.478 -7.140 -0.337
O -10.823 -8.668 -6.500
O -18.504 -8.286 -4.205
O -15.795 -6.328 -0.099
O -17.691 -13.529 -0.292
O -9.658 -6.456 -3.494
O -14.906 -5.779 -4.498
O -19.396 -12.455 -0.968
O -17.092 -6.752 -4.991
O -12.720 -14.028 -7.483
O -15.357 -2.636 -5.866
O -12.289 -7.483 -4.013
O -15.023 -11.209 0.600
O -14.552 -10.011 -3.816
O -14.218 -10.775 -1.445
O -19.851 -9.469 3.063
O -10.334 -5.963 1.271
O -16.836 -5.972 1.910
O -12.324 -5.229 -2.383
O -16.816 -5.540 -3.013
O -18.098 -6.907 -1.732
O -11.060 -3.625 -3.385
O -15.535 -8.882 -1.850
O -13.187 -4.504 -5.191
O -13.751 -9.206 -5.728
O -12.056 -6.863 -6.541
O -13.883 -12.261 -8.081
O -10.807 -4.079 -0.896
N -18.690 -12.894 -0.096
N -11.659 -7.916 -7.010
N -15.400 -6.652 -8.501
N -10.348 -6.875 0.494
N -8.950 -7.423 -3.296
N -13.071 -12.865 -7.357
N -18.991 -8.634 3.147
C -13.822 -14.310 0.867
C -15.822 -7.901 -7.807
C -18.876 -12.479 1.314
C -13.731 -9.282 -4.533
C -14.833 -13.988 1.921
C -15.812 -9.318 -0.664
C -7.507 -7.165 -3.110
C -16.638 -12.744 -3.640
C -12.937 -8.375 -3.610
C -17.587 -6.549 -2.774
C -15.484 -3.746 -5.441
C -14.360 -4.700 -5.006
C -12.539 -12.038 -6.242
C -14.989 -10.576 -0.394
C -11.552 -7.748 0.509
C -17.824 -7.334 -4.098
C -17.877 -11.916 -3.841
C -18.476 -8.281 4.493
C -12.378 -8.450 -8.204
B -14.370 -9.666 -2.378
B -16.375 -5.598 -4.460
H -17.758 -11.100 -4.545
H -19.660 -11.736 1.416
H -7.378 -6.097 -2.951
H -11.328 -8.499 1.267
H -11.617 -8.202 -0.472
H -16.829 -13.732 -3.240
H -12.131 -11.086 -6.550
H -19.252 -13.343 1.855
H -11.758 -12.669 -5.809
H -18.038 -9.185 4.918
H -14.719 -13.048 2.452
H -12.440 -7.175 0.757
H -13.056 -9.196 -7.795
H -15.253 -8.699 -8.259
H -11.670 -8.955 -8.850
H -14.171 -15.179 0.317
H -7.141 -7.730 -2.265
H -15.806 -13.839 1.450
H -16.904 -7.924 -7.906
H -13.241 -11.906 -5.428
H -17.680 -7.552 4.395
H -12.917 -7.641 -8.679
H -15.591 -7.797 -6.753
H -17.948 -12.014 1.621
H -7.000 -7.378 -4.049
H -15.905 -12.246 -3.017
H -18.226 -11.453 -2.923
H -13.842 -13.474 0.168
H -19.307 -7.996 5.127
```

2S+1 ... 10
E_LUMO (alpha / beta) ... 2.381 / 2.338 eV
HOMO energy (alpha / beta) ... -3.05 / -3.06 eV
Charge ... -2

Results of the Mulliken charge analysis, in e, for atoms 1 through 2: atom 1 (Br): -0.174, atom 2 (Br): -0.168



No. 2
This record from the OMol25 dataset describes 3 unconnected molecules or ions with the total composition C19H29BCl4F8I2NO5. The level of theory is ωB97M-V/def2-TZVPD.

```
69
C19H29BCl4F8I2NO5, DFT ωB97M-V/def2-TZVPD
I -7.361 1.744 0.470
I -1.841 -1.718 5.182
Cl -1.579 -4.705 1.892
Cl -3.013 -7.146 1.246
Cl -3.763 -5.582 3.569
Cl -4.295 -4.568 0.913
F 5.485 -4.419 -5.354
F 2.464 0.814 -3.375
F 3.321 -3.550 -6.900
F 4.651 -1.979 -6.294
F 3.067 -1.181 -2.779
F 5.044 0.678 -2.506
F 4.711 -3.288 -3.673
F 5.585 -0.675 -4.096
O -2.961 -1.286 2.215
O 2.642 -2.199 -5.305
O 0.051 0.462 -0.252
O -0.834 -0.326 2.485
O 2.295 1.476 1.250
N -2.518 2.809 3.509
C 1.119 -0.406 0.082
C 2.471 0.370 0.363
C 2.666 -0.777 -5.068
C -1.140 2.020 1.528
C 3.760 -2.864 -5.825
C -5.428 2.352 -0.293
C 4.365 -3.868 -4.833
C 1.920 1.824 3.700
C 3.243 -0.243 -3.733
C -1.206 -0.053 0.204
C -1.232 4.534 2.325
C -4.343 0.781 1.541
C -3.160 -5.499 1.905
C -1.723 3.037 2.528
C -3.043 0.146 2.126
C -1.609 0.540 1.627
C 2.826 1.227 2.540
C 4.692 0.264 -3.746
C -4.234 1.391 0.107
B -1.700 -1.419 2.996
H 1.481 1.014 4.317
H -1.789 4.949 1.458
H 0.937 -1.055 0.967
H -1.327 5.120 3.259
H 1.114 2.477 3.293
H -1.956 0.205 -0.593
H 3.841 1.687 2.686
H -1.138 -1.163 0.212
H -5.191 3.404 -0.019
H -0.031 2.022 1.686
H -0.156 4.448 2.017
H -3.067 0.418 3.217
H 3.208 -0.383 0.745
H -5.166 0.025 1.575
H -3.300 1.957 -0.094
H -1.297 2.438 0.502
H 4.800 1.112 -4.427
H 1.281 -1.074 -0.808
H 2.932 0.139 2.775
H 1.607 -0.516 -5.040
H 2.930 0.781 -0.570
H -1.288 -2.480 2.595
H 3.650 -4.663 -4.612
H 2.545 2.464 4.371
H -5.471 2.335 -1.410
H 3.064 -0.238 -5.928
H -4.248 0.548 -0.635
H -4.662 1.601 2.227
H -2.703 3.709 3.966
```

2S+1 ... 1
E_LUMO ... 1.966 eV
HOMO energy ... -4.45 eV
Charge ... -1

Results of the Mulliken charge analysis, in e, for atoms 1 through 2: atom 1 (I): -0.046, atom 2 (I): -0.351



No. 3
This record from the OMol25 dataset describes a molecular structure, C19H29Cl15F6N2O6. The level of theory is ωB97M-V/def2-TZVPD.

```
77
C19H29Cl15F6N2O6, DFT ωB97M-V/def2-TZVPD
Cl 3.081 0.273 -5.247
Cl -4.157 -0.135 1.340
Cl -4.235 0.488 -3.778
Cl -4.431 -2.433 3.144
Cl -1.594 -3.131 -0.759
Cl -0.544 -5.328 0.737
Cl 2.332 -1.800 3.725
Cl -0.286 -0.910 4.332
Cl 1.083 -2.848 -0.063
Cl 0.416 -1.354 1.509
Cl -3.183 0.758 -1.071
Cl -4.764 -1.585 -1.801
Cl -1.853 -1.330 2.186
Cl 3.459 -0.066 -2.369
Cl 1.451 1.852 -3.418
F -1.833 2.337 -1.295
F 3.267 -2.004 0.630
F -2.356 4.031 -0.074
F -2.403 2.075 0.800
F 5.184 -2.669 0.078
F 4.531 -0.711 -0.552
O 0.323 4.091 0.578
O 0.193 -0.324 -3.108
O 4.121 -2.548 -2.742
O 0.527 1.862 0.556
O 2.344 -3.144 -1.471
O -2.769 0.475 3.800
N -1.009 1.883 3.281
N -0.554 -0.254 -0.935
C -0.194 2.868 0.349
C -1.759 2.812 -0.032
C 0.655 -1.858 3.230
C -1.747 -0.374 -0.085
C -0.475 3.272 3.386
C -2.224 1.580 3.871
C -3.497 -0.962 2.741
C 4.103 -2.027 -0.372
C -4.547 0.142 -2.062
C 1.489 -3.703 -2.522
C 1.708 4.369 0.822
C -0.768 -0.304 -2.311
C 0.818 -0.257 -0.261
C -0.156 -4.019 -0.388
C -0.343 0.995 2.375
C 2.264 0.281 -3.595
C 0.917 -2.747 -3.560
C 3.526 -2.640 -1.665
C 2.634 4.222 -0.405
H 1.670 5.406 1.156
H 1.519 0.151 -0.989
H 0.050 -2.205 -3.182
H -1.804 -0.382 -2.675
H -3.529 -0.319 3.621
H 2.031 3.806 1.698
H -0.620 3.716 2.401
H 0.578 -3.264 -4.458
H -5.443 0.723 -1.843
H 3.674 4.318 -0.096
H -1.088 3.677 4.191
H 0.567 3.372 3.691
H 0.072 -4.525 -1.326
H 2.462 4.893 -1.246
H -2.415 -1.110 -0.534
H -0.449 -0.008 2.788
H -2.598 2.470 4.400
H 2.532 3.193 -0.751
H 1.856 -4.544 -3.111
H 1.452 -0.446 -3.583
H 0.688 1.202 2.086
H -1.491 -0.753 0.904
H 0.635 -4.185 -2.045
H -0.834 0.825 1.417
H 1.710 -2.116 -3.961
H 0.668 0.378 0.612
H -2.206 0.614 -0.076
H 1.196 -1.179 0.181
H 0.372 -2.910 3.203
```

2S+1 ... 1
E_LUMO ... -0.174 eV
HOMO energy ... -7.74 eV

Results of the Mulliken charge analysis, in e, for atoms 1 through 2: atom 1 (Cl): -0.200, atom 2 (Cl): -0.048



No. 4
This record from the OMol25 dataset describes a molecular structure, C19H29F5Pb. The level of theory is ωB97M-V/def2-TZVPD.

```
54
C19H29F5Pb, DFT ωB97M-V/def2-TZVPD
Pb -0.129 1.771 -0.571
F -2.658 3.842 0.418
F -0.375 5.134 -0.375
F -2.932 3.085 -1.632
F -0.647 4.393 -2.400
F -2.119 5.730 -1.525
C 0.887 1.995 3.129
C -2.061 -1.254 -0.258
C -0.376 0.010 1.226
C 1.417 -3.111 -1.572
C 1.867 -0.244 3.627
C -1.305 4.704 -1.257
C 0.639 -0.946 -0.604
C -0.645 -0.721 0.023
C -1.973 3.452 -0.708
C 1.712 0.843 2.553
C 1.612 -0.381 0.244
C -2.718 -0.583 -1.473
C 1.079 -1.647 -1.897
C -2.035 -2.779 -0.412
C 3.096 1.365 2.168
C -2.982 -0.956 0.933
C 2.357 -0.987 -2.443
C 0.068 -1.597 -3.043
C 1.020 0.226 1.356
H -2.151 -0.703 -2.391
H 3.750 0.561 1.827
H -1.106 0.216 1.991
H 0.768 2.804 2.402
H 0.521 -2.049 -3.928
H -1.579 -3.244 0.464
H 0.557 -3.648 -1.173
H 2.380 0.159 4.504
H 1.384 2.413 4.006
H -3.715 -0.996 -1.641
H -0.192 -0.567 -3.299
H -1.485 -3.114 -1.285
H 2.447 -1.086 3.247
H -2.633 -1.435 1.849
H 3.574 1.834 3.030
H 2.215 -3.163 -0.831
H 0.895 -0.622 3.946
H 3.032 2.108 1.370
H 2.666 -0.347 0.028
H -3.081 0.115 1.117
H 2.211 0.080 -2.621
H -3.057 -3.155 -0.501
H -2.845 0.490 -1.292
H 3.208 -1.106 -1.774
H 2.623 -1.456 -3.391
H 1.753 -3.630 -2.473
H -3.980 -1.339 0.713
H -0.108 1.671 3.437
H -0.851 -2.138 -2.842
```

2S+1 ... 1
E_LUMO ... -0.389 eV
HOMO energy ... -8.26 eV
Relative energy (zero: lowest compared OMol25 entry of this formula, charge and spin) ... 0.0 kJ/mol

Results of the Mulliken charge analysis, in e, for atoms 1 through 2: atom 1 (Pb): 1.250, atom 2 (F): -0.339



No. 5
This record from the OMol25 dataset describes a single C19H29FN2O5S molecule. The level of theory is ωB97M-V/def2-TZVPD.

```
57
C19H29FN2O5S, DFT ωB97M-V/def2-TZVPD
S 4.241 -4.112 1.180
F -3.457 -1.531 -1.299
O 3.411 -5.260 1.426
O -1.412 1.057 -2.542
O -6.408 2.491 -1.062
O 5.380 -4.220 0.302
O 2.762 -0.652 3.110
N 2.126 0.140 1.096
N -0.972 -0.933 -1.540
C -5.142 3.035 -1.392
C -3.285 -0.307 -1.963
C 3.970 -1.461 1.204
C -4.257 2.028 -2.108
C 0.841 0.634 -0.774
C -6.276 1.374 -0.205
C -1.791 0.010 -2.044
C 0.067 1.009 0.520
C 2.300 0.619 -0.280
C 1.188 1.173 1.553
C 5.076 -1.896 2.201
C -5.466 0.257 -0.844
C 2.755 2.071 -0.049
C 1.975 2.459 1.237
C 2.922 -0.598 1.901
C 3.260 -2.715 0.641
C 4.767 -3.309 2.677
C -4.083 0.775 -1.245
C 0.455 -0.737 -1.322
H -5.335 3.901 -2.023
H -3.659 -0.451 -2.980
H 2.521 2.707 -0.902
H -5.799 1.687 0.736
H 0.995 -0.910 -2.258
H -4.644 3.385 -0.475
H 3.932 -3.336 3.377
H 3.204 -2.746 -0.445
H -0.606 0.201 0.813
H 2.972 0.010 -0.881
H -3.293 2.474 -2.341
H -5.384 -0.578 -0.148
H 5.622 -3.849 3.078
H -4.734 1.749 -3.053
H -5.992 -0.103 -1.734
H 2.655 2.698 2.053
H -7.287 1.039 0.024
H 6.040 -1.889 1.696
H 2.267 -2.853 1.068
H -0.526 1.916 0.404
H 0.906 1.040 2.592
H -3.536 1.053 -0.333
H 3.832 2.113 0.117
H 1.310 3.310 1.089
H -1.417 -1.731 -1.120
H 4.425 -0.905 0.387
H 0.768 -1.505 -0.612
H 5.104 -1.208 3.042
H 0.709 1.381 -1.551
```

2S+1 ... 1
E_LUMO ... 0.449 eV
HOMO energy ... -9.71 eV
Relative energy (zero: lowest compared OMol25 entry of this formula, charge and spin) ... 13.5 kJ/mol
SMILES ... O=C(NC[C@H]1C[C@@H]2CC[C@H]1N2C(=O)[C@H]1CCS(=O)(=O)C1)[C@@H](F)C1CCOCC1

Results of the Mulliken charge analysis, in e, for atoms 1 through 2: atom 1 (S): 1.170, atom 2 (F): -0.473



No. 6
This record from the OMol25 dataset describes a single C19H29N3O2 molecule. The level of theory is ωB97M-V/def2-TZVPD.

```
53
C19H29N3O2, DFT ωB97M-V/def2-TZVPD
O 0.344 -1.099 -1.674
O 1.347 2.343 1.119
N 1.080 1.361 -0.879
N 1.631 -2.071 -0.097
N -0.557 -4.504 3.084
C -3.732 0.717 0.873
C -1.197 -2.810 0.989
C 0.745 2.270 0.064
C -1.145 3.601 0.976
C 0.971 -3.364 -0.160
C -2.938 1.924 0.381
C 0.259 -4.359 2.056
C -1.354 2.783 -1.373
C 1.234 -1.026 -0.849
C -1.958 2.401 1.453
C 1.993 0.277 -0.595
C 2.956 0.325 -2.945
C -0.370 3.250 -0.300
C -1.686 -3.819 3.088
C -0.005 -3.528 0.974
C -2.056 -2.958 2.064
C -2.175 1.585 -0.900
C 3.275 0.390 -1.454
C 4.292 -0.682 -1.072
H 5.223 -0.513 -1.607
H -1.439 -2.154 0.165
H -1.523 0.729 -0.712
H -4.427 0.376 0.109
H -3.056 -0.100 1.114
H -2.992 -2.422 2.108
H 1.170 -4.944 2.098
H 4.506 -0.653 -0.005
H 2.444 -0.601 -3.192
H 3.704 1.372 -1.229
H 0.484 1.197 -1.676
H 2.294 -1.924 0.646
H -0.844 2.555 -2.312
H -4.298 0.969 1.767
H 3.927 -1.673 -1.334
H 0.144 4.153 -0.656
H -2.880 1.295 -1.683
H -1.275 1.588 1.708
H -1.810 4.444 0.776
H 1.728 -4.152 -0.134
H 0.442 -3.393 -1.117
H 2.324 1.158 -3.241
H 2.266 0.362 0.464
H -0.437 3.895 1.752
H -2.036 3.613 -1.581
H -3.639 2.740 0.163
H -2.506 2.670 2.359
H 3.876 0.376 -3.524
H -2.321 -3.969 3.951
```

2S+1 ... 1
E_LUMO ... 0.644 eV
HOMO energy ... -9.51 eV
Relative energy (zero: lowest compared OMol25 entry of this formula, charge and spin) ... 41.2 kJ/mol
SMILES ... CC(C)[C@@H](NC(=O)[C@H]1CC[C@@H](C)CC1)C(=O)NCc1cccnc1

Results of the Mulliken charge analysis, in e, for atoms 1 through 2: atom 1 (O): -0.665, atom 2 (O): -0.681



No. 7
This record from the OMol25 dataset describes a single C19H29N3O3S molecule. The level of theory is ωB97M-V/def2-TZVPD.

```
55
C19H29N3O3S, DFT ωB97M-V/def2-TZVPD
S -0.568 3.675 0.563
O 4.470 -1.772 0.418
O -1.727 -1.035 1.470
O 2.747 -3.568 0.967
N -3.647 0.756 -2.485
N -1.157 1.112 0.987
N 1.059 1.664 0.519
C 1.481 0.362 0.630
C -0.860 -0.244 1.160
C -3.202 0.563 -1.122
C 1.904 -4.630 1.373
C 2.248 -2.311 0.889
C 3.212 -1.311 0.559
C 1.641 -4.634 2.876
C -2.105 2.598 -3.351
C -0.227 2.066 0.697
C 5.475 -0.609 -1.486
C 5.510 -0.904 0.011
C 0.935 -1.945 1.076
C -3.223 1.796 -0.202
C -2.636 1.160 -3.437
C 0.537 -0.610 0.950
C -4.932 1.406 -2.647
C -2.548 1.516 1.140
C 2.815 0.008 0.432
C -6.063 0.573 -2.050
H -1.797 0.465 -3.336
H 6.323 0.013 -1.756
H 5.493 0.024 0.596
H -2.574 2.416 1.761
H 4.557 -0.096 -1.764
H -4.960 2.420 -2.214
H -2.728 2.638 -0.683
H -6.000 -0.448 -2.415
H -3.821 -0.218 -0.668
H -4.253 2.089 0.007
H 3.522 0.785 0.188
H 1.723 2.399 0.310
H -5.105 1.505 -3.723
H -3.066 1.010 -4.434
H 2.457 -5.530 1.090
H 0.962 -4.610 0.812
H 1.060 -5.513 3.140
H -7.022 0.994 -2.343
H -2.925 3.312 -3.358
H 6.425 -1.449 0.258
H -3.052 0.695 1.653
H 2.586 -4.660 3.413
H -1.514 2.752 -2.452
H 1.094 -3.746 3.181
H -2.183 0.171 -1.176
H -1.468 2.799 -4.210
H 0.164 -2.658 1.321
H 5.528 -1.541 -2.043
H -6.014 0.558 -0.965
```

2S+1 ... 1
E_LUMO ... 0.445 eV
HOMO energy ... -7.87 eV
Relative energy (zero: lowest compared OMol25 entry of this formula, charge and spin) ... 36.7 kJ/mol
SMILES ... CCOc1cc2[nH]c(=S)n(CCCN(CC)CC)c(=O)c2cc1OCC

Results of the Mulliken charge analysis, in e, for atoms 1 through 2: atom 1 (S): -0.334, atom 2 (O): -0.509



| no. | F_max (eV/A) | DFT total energy (eV) |
| --- | --- | --- |
| 1 | 3.6 | -471342.2918 |
| 2 | 3.7 | -120609.1935 |
| 3 | 15.7 | -239543.6709 |
| 4 | 0.3 | -39008.3094 |
| 5 | 0.3 | -46944.9210 |
| 6 | 0.6 | -28741.0342 |
| 7 | 0.9 | -41622.3587 |